# 1
The following is a DFT calculation (wB97M-V/def2-TZVPD) of a 2-piece molecular cluster, C3H3F3N2O2 overall at a distorted geometry.

The geometry in XYZ format:
```
13
Properties=species:S:1:pos:R:3:forces:R:3:mulliken_charge:R:1
C -1.038548 -0.381277 -0.802289 0.9626 -2.2915 3.2541 -0.550
C 0.112227 0.025148 -0.229221 -0.4452 0.4299 -0.0020 0.267
C 1.012201 -0.914153 2.060355 -0.6545 -0.4525 -0.8384 0.584
N 0.951256 1.024079 -0.549335 -0.3139 0.2407 1.7398 -0.266
N -1.672663 0.355601 -1.877526 3.7101 -0.2918 2.2221 0.969
O -0.966744 1.166305 -2.416523 0.1315 1.1041 -1.5103 -0.569
O -2.797788 0.124920 -2.041231 -4.3201 -0.4680 -1.3088 -0.564
F -0.013267 -1.252940 2.847227 0.1821 0.2891 -0.2685 -0.204
F 1.891745 -1.900425 2.050049 -0.1716 -0.8184 -0.6353 -0.226
F 1.670541 0.104398 2.538273 -0.1441 1.5116 0.2845 -0.209
H -1.609279 -1.229968 -0.259599 0.7484 1.6098 -1.6300 0.309
H 1.441663 1.046884 -1.413653 0.1142 0.1186 -0.5850 0.218
H 1.018655 1.831427 0.093473 0.2005 -0.9816 -0.7221 0.240
```
Positions in Å, forces in eV/Å.

Results
**Spin multiplicity**: 1
**Total charge**: 0
**Orbital gap (spin up / spin down)**: 8.76 / 8.26 eV
**LUMO (spin up / spin down)**: -0.82 / -0.70 eV
**HOMO (spin up / spin down)**: -0.352 / -0.329 Eh
**Relative energy (zero: lowest compared OMol25 entry of this formula, charge and spin)**: 2.902 eV



# 2
The following is a DFT calculation (wB97M-V/def2-TZVPD) of an isolated ion of composition C3H3F3N3O and charge +1 at a distorted geometry.

The geometry in XYZ format:
```
13
Properties=species:S:1:pos:R:3:forces:R:3:mulliken_charge:R:1
C 0.732824 -0.363628 0.309622 -2.0099 2.0764 2.2691 0.451
C -1.129985 -0.587332 -0.847789 -1.8010 1.2971 0.2280 0.393
C 2.079498 0.136855 0.687840 2.2257 3.4932 0.5323 0.771
N 0.063823 -1.000652 -0.445410 1.4249 -1.0493 -1.1241 -0.179
N -0.726418 1.054045 0.822385 3.2161 -2.7530 -3.3998 -0.550
N -1.503616 0.523331 -0.116181 0.4608 -2.7649 -1.4680 0.233
O -1.772438 -1.096523 -1.917932 0.0717 0.0552 1.0887 -0.461
F 2.860348 -0.742565 1.214221 0.1859 -1.4893 -0.0665 -0.177
F 2.680740 0.684889 -0.414449 -1.0011 -0.9805 0.7329 -0.205
F 1.997569 1.151098 1.590616 -0.7064 -0.9287 -0.8434 -0.205
H -1.232583 1.354164 1.611815 -0.7585 0.5598 1.3414 0.238
H -2.330997 0.979699 -0.391944 -1.6419 0.5893 -0.1406 0.275
H -1.718764 -2.093381 -2.102793 0.3337 1.8946 0.8499 0.415
```
Positions in Å, forces in eV/Å.

Results
**Spin multiplicity**: 1
**Total charge**: +1
**Orbital gap**: 8.34 eV
**LUMO**: -6.14 eV
**HOMO**: -0.532 Eh
**Relative energy (zero: lowest compared OMol25 entry of this formula, charge and spin)**: 0.000 eV



# 3
The following is a DFT calculation (wB97M-V/def2-TZVPD) of one molecule with the formula C3H3F3O3S at a distorted geometry.

The geometry in XYZ format:
```
13
Properties=species:S:1:pos:R:3:forces:R:3:mulliken_charge:R:1
C 0.623831 -1.231076 -0.690594 -1.0594 -0.3066 -3.1143 0.199
C 1.485592 -1.131771 0.497470 -0.8770 -0.9909 1.3018 0.899
C -0.647341 -0.953011 -0.908739 -1.2993 1.0562 2.5390 -0.613
O 1.615214 1.086565 -1.342390 -0.3825 0.4366 -1.2833 -0.392
O 1.455047 1.816278 0.903336 -0.5962 0.7755 0.2178 -0.469
O 2.568992 -0.330327 0.495869 0.4885 0.9572 -0.5182 -0.356
F 1.294096 -1.713867 -1.796497 0.1891 0.2427 1.0123 -0.283
F 0.614320 -0.799646 1.527228 0.9156 -0.2332 -0.2060 -0.301
F 1.956753 -2.393808 0.741330 -0.0998 0.5397 0.2730 -0.288
S 2.464454 1.239199 -0.226383 0.2184 -0.7003 2.4151 0.702
H -1.383842 -0.518643 -0.164380 1.5752 -0.6664 -0.4961 0.228
H 1.654462 2.263015 1.759662 0.6693 -0.6724 -1.0683 0.353
H -1.140259 -1.048664 -1.839645 0.2580 -0.4380 -1.0727 0.320
```
Positions in Å, forces in eV/Å.

Results
**Spin multiplicity**: 1
**Total charge**: 0
**Orbital gap**: 10.31 eV
**LUMO**: 0.20 eV
**HOMO**: -0.371 Eh
**Relative energy (zero: lowest compared OMol25 entry of this formula, charge and spin)**: 0.095 eV



# 4
The following is a DFT calculation (wB97M-V/def2-TZVPD) of one molecule with the formula C3H3FI2 at a distorted geometry.

The geometry in XYZ format:
```
9
Properties=species:S:1:pos:R:3:forces:R:3:mulliken_charge:R:1
C -0.071610 0.917867 0.272614 0.5307 0.8062 1.4123 -0.583
C -0.499891 -0.159470 -0.687606 -1.8659 0.1334 -2.3321 -0.410
C 0.590937 -0.470360 0.207642 1.7424 0.7613 2.4502 0.248
F 0.456914 -1.159944 1.423978 -0.7091 0.0417 -1.4252 -0.262
I -2.431423 -1.111002 -0.363321 0.7738 0.3670 -0.0883 0.059
I 2.638122 -0.913883 -0.347533 -0.9483 0.4489 -0.1997 0.064
H 0.474913 1.916868 0.147836 -0.7891 -1.8133 -0.7333 0.225
H -0.756332 1.016995 1.165822 0.9271 -0.3865 -0.9679 0.245
H -0.401626 -0.037068 -1.819436 0.3384 -0.3586 1.8839 0.415
```
Positions in Å, forces in eV/Å.

Results
**Spin multiplicity**: 1
**Total charge**: 0
**Orbital gap**: 9.23 eV
**LUMO**: -0.45 eV
**HOMO**: -0.356 Eh
**Relative energy (zero: lowest compared OMol25 entry of this formula, charge and spin)**: 0.046 eV
**SMILES**: F[C@]1(I)C[C@@H]1I